57
Properties=species:S:1:pos:R:3:forces:R:3:lowdin_charge:R:1 method="wB97M-V/def2-TZVPD" total_charge=0 homo_lumo_gap_ev=6.13 de_lowest_kcal_mol=0.00
Ag -1.8703 0.9886 0.1460 -0.1 -0.1 -0.1 0.53
Se -3.7805 1.2924 -3.0635 0.1 -0.1 -0.1 0.66
Se -2.2299 -0.2074 -3.9182 -0.2 0.1 0.0 0.65
C -2.2676 -1.5753 -2.5552 0.0 0.1 0.0 -0.69
C -2.1486 -2.8952 -2.9750 0.0 0.0 0.0 -0.12
C -2.1709 -3.8866 -2.0090 0.0 -0.1 0.0 -0.07
C -2.3408 -3.5300 -0.6814 0.0 0.0 0.1 -0.06
C -2.4530 -2.1850 -0.3651 0.0 0.0 -0.1 -0.16
N -2.3925 -1.2195 -1.2894 0.0 -0.1 0.1 0.00
C -2.5521 2.6917 -2.5649 0.0 0.0 0.0 -0.68
C -2.6832 3.9351 -3.1675 0.0 0.0 0.0 -0.10
C -1.7864 4.9318 -2.8170 0.0 0.0 0.0 -0.06
C -0.7785 4.6420 -1.9146 0.1 0.0 0.0 -0.05
C -0.7217 3.3702 -1.3703 0.0 -0.1 0.0 -0.13
N -1.6081 2.4150 -1.6713 0.0 0.2 0.1 -0.04
H -2.0666 -3.1380 -4.0258 0.0 0.0 0.0 0.10
H -2.0791 -4.9265 -2.2960 0.0 0.0 0.0 0.11
H -2.3872 -4.2717 0.1039 0.0 0.0 0.0 0.11
H -2.5811 -1.8451 0.6588 0.0 0.0 0.0 0.04
H -3.4564 4.1072 -3.9021 0.0 0.0 0.0 0.10
H -1.8660 5.9152 -3.2620 0.0 0.0 0.0 0.11
H -0.0472 5.3842 -1.6268 0.0 0.0 0.0 0.11
H 0.0492 3.0835 -0.6656 0.0 0.0 0.0 0.10
S -2.6451 0.3461 2.3100 0.1 0.1 0.0 0.47
C -1.1687 0.2477 3.2698 0.0 0.0 0.1 -0.73
C 0.0411 0.8532 2.9181 0.1 0.0 0.0 -0.16
C 1.1744 0.7088 3.7076 0.0 0.0 0.0 -0.11
C 1.1356 -0.0363 4.8771 0.0 0.0 0.0 -0.12
C -0.0657 -0.6276 5.2506 0.0 0.0 0.0 -0.11
C -1.1968 -0.4866 4.4629 0.0 0.0 0.0 -0.15
H 0.1084 1.4241 2.0005 -0.1 0.0 0.0 0.06
H 2.0979 1.1874 3.4002 0.0 0.0 0.0 0.09
H 2.0207 -0.1481 5.4902 0.0 0.0 0.0 0.09
H -0.1245 -1.2080 6.1638 0.0 0.0 0.0 0.10
H -2.1240 -0.9596 4.7622 0.0 0.0 0.0 0.09
C 3.6172 1.3174 0.1028 0.0 0.0 0.0 -0.10
C 3.7403 0.1852 -0.9127 0.0 0.0 0.0 -0.28
C 2.6412 0.1622 -1.9706 0.1 0.0 0.0 -0.35
S 0.9635 -0.3018 -1.4794 0.0 0.0 0.0 0.91
O 0.5683 0.6347 -0.3740 0.0 0.1 0.0 -0.60
C 1.2989 -1.9128 -0.7075 0.1 0.0 0.1 -0.32
C 1.6377 -1.8389 0.7897 0.0 0.0 -0.1 -0.27
C 0.4677 -2.2806 1.6582 0.0 0.0 0.0 -0.09
H 4.4716 1.3174 0.7802 0.0 0.0 0.0 0.08
H 2.7044 1.2290 0.6885 0.0 0.0 0.0 0.04
H 3.5947 2.2855 -0.4032 0.0 0.0 0.0 0.08
H 3.7855 -0.7803 -0.4038 0.0 0.0 0.0 0.09
H 4.6879 0.2825 -1.4499 0.0 0.0 0.0 0.11
H 2.8835 -0.5321 -2.7813 0.0 0.0 0.0 0.09
H 2.5191 1.1488 -2.4260 0.0 0.0 0.0 0.09
H 2.0853 -2.3735 -1.3096 0.0 0.0 0.0 0.09
H 0.3870 -2.4930 -0.8647 0.0 0.0 0.0 0.06
H 1.8962 -0.8148 1.0606 0.0 0.0 0.0 0.07
H 2.5180 -2.4565 0.9812 0.0 0.0 0.0 0.11
H -0.3997 -1.6440 1.4752 0.0 0.0 0.0 0.04
H 0.7087 -2.1955 2.7182 0.0 0.0 0.0 0.07
H 0.1881 -3.3166 1.4473 0.0 0.0 0.0 0.08

***

12
Properties=species:S:1:pos:R:3:forces:R:3:lowdin_charge:R:1 method="wB97M-V/def2-TZVPD" total_charge=0 homo_lumo_gap_ev=8.43
C 0.1175 0.3615 -0.1628 3.0 -0.7 0.7 -0.43
C 1.5367 0.5764 0.0018 -0.8 -2.5 -0.9 -0.70
C -0.1620 -0.9867 -0.1026 -0.1 0.1 0.5 -0.57
N 2.3952 -0.4497 0.0137 -1.0 0.4 0.3 0.03
N 0.6832 -1.9553 0.1292 -0.8 -0.3 -0.7 0.02
N 1.9481 -1.7108 0.1026 1.0 0.7 0.3 -0.02
N -0.7345 1.3381 -0.3530 -2.8 0.7 -0.6 -0.09
O -3.2662 1.4435 -0.8171 0.2 -0.3 -1.3 -0.24
O -2.5270 0.9230 1.3989 0.4 -0.5 -0.1 -0.27
S -2.2244 0.9721 0.0066 0.4 2.4 1.9 0.56
Cl 2.1358 2.1203 -0.0642 0.5 1.2 0.1 0.81
Cl -1.8844 -1.3259 -0.2565 0.1 -1.1 -0.3 0.90

***

Number 1: LUMO level -0.39 eV, F_max 0.2 eV/Å, total energy -184642.234 eV. Number 2: LUMO level -1.67 eV, F_max 3.1 eV/Å, total energy -49041.691 eV.